ORCA calculation (ωB97M-V/def2-TZVPD) on a molecular structure, C27H57ClN3O5V.

Cartesian coordinates (Å):
V  0.1336  1.7048  -0.7660
Cl  0.8097  4.0750  -1.1553
O  -1.4036  0.8002  0.7006
O  -3.2045  -1.1994  1.9750
O  -0.2989  0.9778  -2.1147
O  1.1906  0.8671  0.0724
O  2.4772  1.0215  -3.0541
N  -2.2938  -1.9290  1.1691
N  3.2493  0.1805  -2.2197
N  -1.5160  2.1884  0.9726
C  4.1386  2.0501  -0.9163
C  -2.9947  -2.5520  0.0147
C  5.3829  1.3384  -2.9498
C  -3.5774  -1.4114  -0.8206
C  5.4944  -1.5155  -1.5556
C  -1.9513  1.8152  3.4314
C  -2.7614  2.5866  -1.1277
C  -0.3372  -3.3342  1.0212
C  -1.2032  4.0424  2.5494
C  5.2935  -0.1499  -0.9261
C  1.8541  -1.6933  -2.7937
C  -4.0314  2.2408  0.9626
C  -1.9712  -3.2861  -0.8315
C  -2.4844  4.7190  2.0535
C  -0.3925  -1.6127  2.7152
C  -2.6844  4.3312  0.5935
C  -1.1047  2.5258  2.3541
C  3.2967  -1.1717  -2.8014
C  0.3573  2.1668  2.6002
C  4.0936  -2.0720  -1.8437
C  -1.8741  -3.6445  2.9734
C  -2.7305  2.8113  0.3859
C  4.4926  0.8501  -1.7872
C  3.9027  -1.2834  -4.1983
C  -1.2840  -2.6093  1.9946
C  -4.1469  -3.4663  0.4311
C  -1.0480  -4.1952  -0.0143
H  0.2931  -2.6510  0.4422
H  -0.3294  -4.6782  -0.6746
H  -0.3835  4.4669  1.9568
H  -4.1570  2.6036  1.9843
H  1.8099  -2.7244  -3.1572
H  4.8175  1.7604  -3.7817
H  1.5290  -1.7069  -1.7509
H  -1.6681  -4.9608  0.4604
H  3.2927  -0.7827  -4.9601
H  -1.9267  4.8062  -0.0312
H  -1.3547  -2.5613  -1.3765
H  0.6832  2.6349  3.5294
H  -4.4667  -0.9380  -0.4008
H  6.0983  -1.4777  -2.4654
H  -2.4051  -3.9065  -1.6204
H  -2.3072  5.7920  2.1427
H  1.0042  2.5672  1.8179
H  0.6293  -1.9006  2.9649
H  4.8907  -0.8375  -4.2935
H  2.9776  1.1242  -3.8782
H  6.0626  2.1134  -2.5888
H  5.0405  2.6024  -0.6488
H  0.3754  -3.9282  1.6016
H  -3.7093  -1.8358  2.5034
H  1.1569  -1.0857  -3.3649
H  -2.8517  -0.6234  -1.0370
H  4.0799  -3.1059  -2.1923
H  -3.6400  4.7369  0.2474
H  6.0438  0.5663  -3.3449
H  -2.1479  0.3232  1.1144
H  -3.3380  4.4719  2.6861
H  -4.0740  1.1524  1.0367
H  -2.0018  0.7315  3.2969
H  -0.2560  -0.7045  2.1252
H  3.5856  -2.0866  -0.8719
H  -3.8798  -1.7393  -1.8209
H  -4.8718  -2.9264  1.0448
H  -2.8746  1.5193  -1.3396
H  -3.8091  -4.3167  1.0249
H  6.0006  -2.2164  -0.8887
H  0.5282  1.0942  2.6478
H  -1.0415  4.3100  3.5932
H  -1.0879  -3.9789  3.6493
H  -2.7023  -3.2309  3.5507
H  -4.6609  -3.8265  -0.4590
H  -3.6227  3.0717  -1.5821
H  3.6300  1.7172  -0.0134
H  -4.8926  2.6094  0.4083
H  4.0149  -2.3158  -4.5317
H  -1.5054  2.0083  4.4056
H  4.6934  -0.2676  -0.0178
H  -2.9898  2.1436  3.4440
H  -1.8590  2.9276  -1.6382
H  -2.2303  -4.5218  2.4367
H  -0.8163  -1.2451  3.6591
H  6.2474  0.3155  -0.6704
H  3.5036  2.7438  -1.4688

The calculation puts the HOMO energy at -8.158 eV. As for the gap between HOMO and LUMO: 8.19 eV. For the total energy, the calculation gives -81840.405 eV. The strongest force on any atom comes out at 1.91 eV Å⁻¹.